Density functional theory data (ωB97M-V/def2-TZVPD) for a gas-phase ion, C9H10NO5 (charge -1).

Results
multiplicity = 3
E_LUMO (alpha / beta) = 3.2619 / 0.7138 eV
F_max = 6.5 eV Å⁻¹
energy relative to the best compared isomer or geometry (same formula, charge and spin) = 0.00 kcal/mol
HOMO (alpha / beta) = -1.164 / -5.044 eV
⟨S²⟩ = 2.012
total charge = -1

Geometry as XYZ:
```
25
C9H10NO5 | the Open Molecules 2025 dataset | ωB97M-V/def2-TZVPD
O -2.78980 -0.90474 0.63553
O 3.14005 1.34413 -0.98018
O 0.50534 -1.16991 0.91286
O 2.29902 0.15203 0.92967
O 4.64711 0.16588 0.22129
N -0.93584 -2.73335 -1.61800
C 1.06314 0.03500 0.61869
C 3.61905 0.67176 -0.12270
C -1.91630 1.51373 0.76587
C 1.41607 -2.14888 1.23680
C 0.27619 0.98807 0.07596
C -1.20921 0.67010 -0.25021
C -1.49563 0.95907 -1.70173
C -1.32224 -1.89638 -0.90474
C -1.80042 -0.82554 -0.02568
H -0.86072 0.38008 -2.32836
H 1.30388 -2.53640 2.20879
H -2.50531 0.81059 -1.85866
H 2.39333 -1.72587 1.11748
H -1.64949 2.53202 0.54135
H -1.76003 1.32148 1.74625
H 1.34181 -2.96386 0.51880
H -3.05823 1.48168 0.63588
H 0.62672 1.95696 -0.35192
H -1.32851 1.92236 -2.02306
```

These are the Mulliken partial charges, in e, on atoms 1 to 4: atom 1 (O): -0.77, atom 2 (O): -0.51, atom 3 (O): -0.21, atom 4 (O): -0.59

Density functional theory data (ωB97M-V/def2-TZVPD) for 2 unconnected molecules or ions with the total composition C22H48B2ClFN4O5.

Results
E_LUMO = -0.4146 eV
F_max = 4.7 eV Å⁻¹
HOMO = -6.687 eV
total charge = 0

Geometry as XYZ:
```
83
C22H48B2ClFN4O5 | the Open Molecules 2025 dataset | ωB97M-V/def2-TZVPD
Cl 3.35568 1.32946 -4.57786
F -2.89012 0.25874 -2.81903
O -0.75409 -1.30112 -4.00424
O 0.17268 0.83598 5.99480
O 2.59386 1.79869 0.33236
O -3.56633 3.41442 0.19341
O 1.13315 3.23425 1.69150
N 0.42174 0.36377 -0.82053
N 0.76362 -1.45467 6.19451
N 0.48754 -1.20535 1.66622
N -1.66155 -0.49930 1.03580
C -1.00809 1.75100 -3.23630
C 1.79864 -1.07894 2.29025
C 2.90616 2.67548 -0.79164
C 2.19871 -2.03962 -3.63959
C -1.73027 0.82779 -2.14402
C 1.08754 -2.25969 -2.48464
C 2.95374 -1.69040 1.31255
C -1.76171 1.74644 -4.68068
C -0.39107 -0.01099 1.58751
C -3.78462 1.04199 0.89544
C -2.93990 -0.16122 1.61377
C -1.65301 -1.04424 -0.33343
C 3.57769 1.71532 -1.91432
C -1.48265 -2.66972 -0.29432
C -2.51234 -3.44284 -1.24794
C -0.79425 -0.29720 -1.45547
C 0.08203 1.06848 0.46033
C -0.84996 -0.47724 4.21246
C 4.36752 -1.01869 1.75068
C -0.44792 0.61463 3.06566
C -3.30990 2.50647 1.30038
C 0.08434 -0.33200 5.52562
B -0.19851 -1.24537 -2.65467
B 1.27469 2.06339 0.83556
H -4.84772 0.91986 1.33581
H -1.21336 2.47674 -5.36205
H 4.86734 -1.57437 2.61995
H 2.78844 -1.42639 0.21729
H -3.04708 0.03912 2.72284
H 2.80437 0.98448 -2.35081
H 1.51114 -2.26988 -1.42509
H -2.19417 1.55077 -1.37220
H -0.22150 -0.72272 -4.60149
H 3.57212 3.56301 -0.53301
H -1.89702 0.70412 -5.10765
H 0.64721 -3.31263 -2.67597
H -2.75491 -0.95590 -0.68175
H -1.91135 -0.21778 4.58731
H -0.85594 1.72412 0.30181
H 2.17508 -0.06401 2.61768
H 2.58375 -0.96899 -3.72383
H -3.63576 -1.07545 1.43227
H -2.23147 -3.39863 -2.35482
H 5.12554 -1.01074 0.89672
H 3.05742 -2.82433 1.43125
H -3.09961 4.26489 0.36916
H 0.85725 1.07800 -1.44134
H 1.87313 -2.46910 -4.65801
H 4.42930 1.08347 -1.49453
H 1.18223 -0.30586 -0.60381
H 0.52442 1.06455 3.43858
H 1.89189 2.99006 -1.25478
H 3.96585 2.32657 -2.80451
H -0.91250 -1.54157 3.81852
H 1.83602 -1.75859 3.22788
H 0.11368 1.57653 -3.36943
H -1.24135 1.44489 3.18283
H -3.99266 2.86141 2.16439
H -3.92097 0.86533 -0.22794
H -0.00841 -2.05773 1.93790
H 0.44752 3.83679 1.33152
H -1.81996 -2.93775 0.78165
H 4.24591 0.06683 2.09241
H -2.80873 2.20241 -4.51342
H -3.54099 -2.93749 -1.11548
H -2.64170 -4.52839 -0.90052
H 3.10578 -2.68315 -3.32691
H 1.38981 -1.94181 5.54029
H -2.24250 2.60148 1.68419
H -1.10077 2.84974 -2.88691
H -0.40317 -3.01733 -0.35272
H 0.02536 -2.09226 6.54659
```

These are the Mulliken partial charges, in e, on atoms 1 to 4: atom 1 (Cl): -0.71, atom 2 (F): -0.50, atom 3 (O): -0.73, atom 4 (O): -0.46

Please write out number 1 again, unchanged.
Density functional theory data (ωB97M-V/def2-TZVPD) for a gas-phase ion, C9H10NO5 (charge -1).

Results
multiplicity = 3
E_LUMO (alpha / beta) = 3.2619 / 0.7138 eV
F_max = 6.5 eV Å⁻¹
energy relative to the best compared isomer or geometry (same formula, charge and spin) = 0.00 kcal/mol
HOMO (alpha / beta) = -1.164 / -5.044 eV
⟨S²⟩ = 2.012
total charge = -1

Geometry as XYZ:
```
25
C9H10NO5 | the Open Molecules 2025 dataset | ωB97M-V/def2-TZVPD
O -2.78980 -0.90474 0.63553
O 3.14005 1.34413 -0.98018
O 0.50534 -1.16991 0.91286
O 2.29902 0.15203 0.92967
O 4.64711 0.16588 0.22129
N -0.93584 -2.73335 -1.61800
C 1.06314 0.03500 0.61869
C 3.61905 0.67176 -0.12270
C -1.91630 1.51373 0.76587
C 1.41607 -2.14888 1.23680
C 0.27619 0.98807 0.07596
C -1.20921 0.67010 -0.25021
C -1.49563 0.95907 -1.70173
C -1.32224 -1.89638 -0.90474
C -1.80042 -0.82554 -0.02568
H -0.86072 0.38008 -2.32836
H 1.30388 -2.53640 2.20879
H -2.50531 0.81059 -1.85866
H 2.39333 -1.72587 1.11748
H -1.64949 2.53202 0.54135
H -1.76003 1.32148 1.74625
H 1.34181 -2.96386 0.51880
H -3.05823 1.48168 0.63588
H 0.62672 1.95696 -0.35192
H -1.32851 1.92236 -2.02306
```

These are the Mulliken partial charges, in e, on atoms 1 to 4: atom 1 (O): -0.77, atom 2 (O): -0.51, atom 3 (O): -0.21, atom 4 (O): -0.59

Copy entry 1 word for word.
Density functional theory data (ωB97M-V/def2-TZVPD) for a gas-phase ion, C9H10NO5 (charge -1).

Results
multiplicity = 3
E_LUMO (alpha / beta) = 3.2619 / 0.7138 eV
F_max = 6.5 eV Å⁻¹
energy relative to the best compared isomer or geometry (same formula, charge and spin) = 0.00 kcal/mol
HOMO (alpha / beta) = -1.164 / -5.044 eV
⟨S²⟩ = 2.012
total charge = -1

Geometry as XYZ:
```
25
C9H10NO5 | the Open Molecules 2025 dataset | ωB97M-V/def2-TZVPD
O -2.78980 -0.90474 0.63553
O 3.14005 1.34413 -0.98018
O 0.50534 -1.16991 0.91286
O 2.29902 0.15203 0.92967
O 4.64711 0.16588 0.22129
N -0.93584 -2.73335 -1.61800
C 1.06314 0.03500 0.61869
C 3.61905 0.67176 -0.12270
C -1.91630 1.51373 0.76587
C 1.41607 -2.14888 1.23680
C 0.27619 0.98807 0.07596
C -1.20921 0.67010 -0.25021
C -1.49563 0.95907 -1.70173
C -1.32224 -1.89638 -0.90474
C -1.80042 -0.82554 -0.02568
H -0.86072 0.38008 -2.32836
H 1.30388 -2.53640 2.20879
H -2.50531 0.81059 -1.85866
H 2.39333 -1.72587 1.11748
H -1.64949 2.53202 0.54135
H -1.76003 1.32148 1.74625
H 1.34181 -2.96386 0.51880
H -3.05823 1.48168 0.63588
H 0.62672 1.95696 -0.35192
H -1.32851 1.92236 -2.02306
```

These are the Mulliken partial charges, in e, on atoms 1 to 4: atom 1 (O): -0.77, atom 2 (O): -0.51, atom 3 (O): -0.21, atom 4 (O): -0.59